Here is 14 unconnected molecules or ions with the total composition C75H158N8O22 from the Open Molecules 2025 dataset. Energies are from ωB97M-V/def2-TZVPD.

Each atom is followed by the atoms it is bonded to, with distances in Å.
Geometry (Å):
1 O -1.94878 1.89783 -0.95455  C69 1.426, C102 1.445
2 O 3.59486 -7.38927 -3.82122  N23 1.227
3 O 1.78052 2.90960 2.67846  C46 1.289
4 O -4.46118 0.02780 2.20831  C84 1.247
5 O -8.11418 -1.64985 -2.57889  C73 1.235
6 O -5.36129 2.06517 2.43057  C84 1.228
7 O 0.05450 -1.54658 4.47842  C96 1.243
8 O -0.33199 -3.20853 -2.42573  C101 1.292
9 O 5.53768 -1.68705 -4.59979  C79 1.424, H255 0.962
10 O -0.85577 0.44619 4.78332  C96 1.290
11 O -1.98638 -1.25612 3.73880  C96 1.334, H137 0.998
12 O 2.05137 1.43080 -5.71074  N30 1.256
13 O 1.34668 2.27429 0.51502  C46 1.225
14 O 0.12725 1.49518 2.21264  C46 1.399, H188 0.928
15 O 2.56392 -0.73649 -0.09851  C34 1.466, C35 1.425
16 O -0.28438 -1.96215 -4.28348  C101 1.361, H187 1.004
17 O -6.71816 0.45778 1.69612  C84 1.474, H107 0.979
18 O 6.12814 -0.17008 -3.02322  C79 1.230
19 O -0.89288 -1.05004 -2.33476  C101 1.224
20 O -7.17611 -3.61726 -1.80430  C73 1.458, H149 0.943
21 O 7.72427 -1.31155 -4.03555  C79 1.253
22 O -6.78038 -1.62422 -0.78637  C73 1.251
23 N 3.86447 -6.25948 -3.42627  O2 1.227, C37 1.462, C50 1.599
24 N -0.15754 -0.39314 0.15753  C51 1.455, C99 1.512, H152 1.114, H192 1.011
25 N -8.80080 1.94039 -1.73054  C53 1.481, C65 1.541, C85 1.509, C86 1.517
26 N 2.26787 -0.24061 6.78583  C33 1.484, C68 1.545, C80 1.507, C89 1.555
27 N -3.92152 -4.11474 -0.62033  C48 1.583, C52 1.527, C55 1.567, C83 1.493
28 N -3.62889 3.67258 4.90205  C45 1.453, C71 1.482, C90 1.555, C105 1.473
29 N 8.70175 2.11224 -2.76120  C36 1.541, C42 1.545, C63 1.489, C98 1.493
30 N 1.51803 2.08811 -4.78232  O12 1.256, C38 1.498, C92 1.606
31 C 10.48462 0.48616 -2.84875  C36 1.569, C75 1.553, H165 1.057, H207 1.097
32 C 3.42215 -3.78776 9.16949  C87 1.542, H118 1.067, H170 1.069, H231 1.085
33 C 2.46821 1.11842 7.34646  N26 1.484, C77 1.495, H174 1.040, H178 1.082
34 C 1.87441 -0.98007 1.17215  O15 1.466, C51 1.473, H117 1.082, H121 1.136
35 C 3.75426 -0.01697 0.21005  O15 1.425, H157 1.092, H212 1.099, H220 1.139
36 C 9.03954 0.69044 -2.27316  N29 1.541, C31 1.569, H215 1.085, H224 1.091
37 C 5.26057 -5.95302 -3.11916  N23 1.462, C56 1.492, C97 1.488, C104 1.539
38 C 2.11799 2.06071 -3.40973  N30 1.498, C40 1.594, C43 1.582, C78 1.487
39 C -0.51856 4.28859 6.88946  C88 1.531, C93 1.533, H129 1.106, H131 1.083
40 C 3.69897 1.92462 -3.56404  C38 1.594, H142 1.099, H243 1.086, H254 1.109
41 C 4.30802 -3.84414 -2.19102  C56 1.504, C91 1.445, H185 1.078, H222 1.090
42 C 7.45733 2.74131 -2.09536  N29 1.545, C59 1.503, H164 1.089, H257 1.106
43 C 1.67654 3.38889 -2.67288  C38 1.582, C44 1.515, H233 1.074, H245 1.099
44 C 0.33621 4.01162 -3.00471  C43 1.515, C60 1.532, H197 1.073, H217 1.125
45 C -5.03545 3.64695 5.26616  N28 1.453, C64 1.505, H155 1.107, H247 1.064
46 C 1.15114 2.31396 1.72360  O3 1.289, O13 1.225, O14 1.399
47 C -7.75665 3.90979 -0.81108  C82 1.573, C85 1.523, H225 1.091, H226 1.081
48 C -4.25073 -3.11673 0.56355  N27 1.583, C72 1.512, H227 1.067, H238 1.090
49 C -5.94980 2.87800 -4.81902  C66 1.554, H177 1.105, H180 1.108, H263 1.077
50 C 2.60265 -5.36329 -3.02616  N23 1.599, C81 1.501, C91 1.577, C100 1.525
51 C 0.47971 -1.41248 0.97762  N24 1.455, C34 1.473, H210 1.117, H213 1.085
52 C -4.84728 -5.32732 -0.67459  N27 1.527, H145 1.116, H158 1.080, H176 1.078
53 C -8.44752 2.35240 -3.10847  N25 1.481, C58 1.520, H163 1.079, H191 1.043
54 C -3.99258 -3.98426 -3.14375  C55 1.510, C70 1.513, H119 1.130, H143 1.058
55 C -4.02489 -3.17512 -1.86952  N27 1.567, C54 1.510, H110 1.039, H141 1.055
56 C 5.43286 -4.47935 -2.96146  C37 1.492, C41 1.504, H223 1.109, H242 1.053
57 C -2.04494 -3.84426 0.93712  C72 1.490, C83 1.556, H120 1.135, H240 1.100
58 C -7.80744 1.37223 -4.07833  C53 1.520, C66 1.523, H154 1.041, H173 1.078
59 C 7.57640 3.18467 -0.66369  C42 1.503, C95 1.538, H203 1.109, H251 1.104
60 C 0.02038 4.07194 -4.50291  C44 1.532, C92 1.478, H147 1.100, H195 1.130
61 C 3.26773 -2.61565 6.97385  C80 1.532, C87 1.537, H153 1.039, H205 1.060
62 C -4.77662 -1.86147 -4.40172  C70 1.561, H162 1.108, H175 1.035, H211 1.094
63 C 9.98529 2.85860 -2.64836  N29 1.489, C75 1.511, H112 1.133, H116 1.059
64 C -5.41771 2.34341 5.91296  C45 1.505, C74 1.479, H138 1.058, H216 1.084
65 C -9.96359 0.93153 -1.80598  N25 1.541, H190 1.096, H259 1.091, H261 1.066
66 C -7.22869 2.11992 -5.27201  C49 1.554, C58 1.523, H139 1.102, H206 1.116
67 C 0.01994 2.88020 -6.65906  C92 1.480, H156 1.051, H181 1.084, H232 1.108
68 C 0.86154 -0.78932 7.11368  N26 1.545, H111 1.077, H204 1.082, H234 1.100
69 C -1.95846 1.37573 0.37267  O1 1.426, C99 1.579, H128 1.083, H183 1.130
70 C -3.92219 -3.16738 -4.41504  C54 1.513, C62 1.561, H113 1.074, H127 1.136
71 C -2.75603 4.24251 5.95516  N28 1.482, C93 1.531, H108 1.079, H123 1.133
72 C -3.31487 -3.56130 1.66414  C48 1.512, C57 1.490, H166 1.095, H229 1.098
73 C -7.38175 -2.17556 -1.73466  O5 1.235, O20 1.458, O22 1.251
74 C -4.35958 1.41514 5.46037  C64 1.479, C90 1.536, H194 1.095, H246 1.116
75 C 11.07567 1.90380 -3.07534  C31 1.553, C63 1.511, H159 1.052, H235 1.111
76 C -1.05718 1.72274 -4.86937  C92 1.603, H135 1.077, H230 1.101, H260 1.073
77 C 2.48911 1.99709 6.13763  C33 1.495, C103 1.504, H148 1.074, H208 1.102
78 C 1.53490 0.87285 -2.73207  C38 1.487, H146 1.068, H184 1.074, H221 1.098
79 C 6.52516 -1.01094 -3.82835  O9 1.424, O18 1.230, O21 1.253
80 C 3.30071 -1.14633 7.40632  N26 1.507, C61 1.532, H171 1.063, H248 1.115
81 C 1.58103 -5.53531 -4.11292  C50 1.501, H144 1.096, H201 1.092, H237 1.115
82 C -6.78538 2.69160 -0.59723  C47 1.573, C86 1.532, H109 1.094, H167 1.087
83 C -2.48993 -4.48405 -0.40939  N27 1.493, C57 1.556, H136 1.112, H172 1.132
84 C -5.38392 0.86508 2.17126  O4 1.247, O6 1.228, O17 1.474
85 C -9.10694 3.23728 -1.02190  N25 1.509, C47 1.523, H198 1.065, H253 1.113
86 C -7.71180 1.48436 -0.77767  N25 1.517, C82 1.532, H124 1.071, H228 1.084
87 C 4.17855 -3.47740 7.86191  C32 1.542, C61 1.537, H249 1.093, H256 1.105
88 C -0.56272 2.91132 7.55764  C39 1.531, H182 1.119, H186 1.107, H218 1.113
89 C 2.39392 -0.13324 5.24000  N26 1.555, C103 1.494, H132 1.106, H209 1.071
90 C -3.37009 2.17669 4.56539  N28 1.555, C74 1.536, H189 1.085, H252 1.062
91 C 3.04015 -3.85437 -2.88385  C41 1.445, C50 1.577, H169 1.093, H236 1.117
92 C 0.11864 2.76529 -5.18662  N30 1.606, C60 1.478, C67 1.480, C76 1.603
93 C -1.28017 4.33573 5.56018  C39 1.533, C71 1.531, H122 1.102, H134 1.107
94 C 6.20975 3.87942 1.37286  C95 1.532, H125 1.056, H140 1.087, H196 1.124
95 C 6.19642 3.17119 0.01410  C59 1.538, C94 1.532, H193 1.094, H239 1.111
96 C -0.91252 -0.77347 4.36571  O7 1.243, O10 1.290, O11 1.334
97 C 5.57833 -6.77807 -1.92221  C37 1.488, H200 1.086, H214 1.143, H241 1.140
98 C 8.26718 2.03963 -4.18814  N29 1.493, H168 1.062, H199 1.116, H244 1.076
99 C -1.64250 -0.17059 0.33074  N24 1.512, C69 1.579, H130 1.064, H202 1.070
100 C 2.21761 -5.82964 -1.62601  C50 1.525, H106 1.095, H179 1.119, H219 1.071
101 C -0.47986 -2.03195 -2.93833  O8 1.292, O16 1.361, O19 1.224
102 C -3.09861 1.48144 -1.72367  O1 1.445, H133 1.061, H161 1.103, H250 1.101
103 C 3.07569 1.17762 5.02079  C77 1.504, C89 1.494, H126 1.103, H262 1.110
104 C 5.96127 -6.50738 -4.37269  C37 1.539, H115 1.074, H150 1.044, H151 1.113
105 C -3.45593 4.49286 3.69034  N28 1.473, H114 1.080, H160 1.053, H258 1.068
106 H 1.23816 -5.38772 -1.41595  C100 1.095
107 H -6.64501 -0.47341 1.40303  O17 0.979
108 H -2.88220 3.67640 6.86539  C71 1.079
109 H -5.99848 2.71704 -1.35740  C82 1.094
110 H -4.86434 -2.58608 -1.70094  C55 1.039
111 H 0.76522 -0.91450 8.17867  C68 1.077
112 H 10.03101 3.89106 -3.11383  C63 1.133
113 H -2.91567 -2.89561 -4.67220  C70 1.074
114 H -2.46175 4.55144 3.27179  C105 1.080
115 H 5.62929 -5.86805 -5.16944  C104 1.074
116 H 10.13272 3.09104 -1.62546  C63 1.059
117 H 1.84652 -0.09454 1.79385  C34 1.082
118 H 4.05617 -4.35597 9.81209  C32 1.067
119 H -4.97045 -4.55082 -3.13001  C54 1.130
120 H -1.59222 -2.85222 0.62282  C57 1.135
121 H 2.54839 -1.73656 1.68653  C34 1.136
122 H -0.83516 3.47426 5.03551  C93 1.102
123 H -3.28901 5.20425 6.22869  C71 1.133
124 H -8.24658 1.18078 0.09930  C86 1.071
125 H 7.04019 3.69451 1.99833  C94 1.056
126 H 4.16500 1.14259 5.19085  C103 1.103
127 H -4.28652 -3.89539 -5.20703  C70 1.136
128 H -1.20785 1.81527 1.01850  C69 1.083
129 H 0.54532 4.55226 6.74407  C39 1.106
130 H -2.22671 -0.64481 -0.42205  C99 1.064
131 H -0.92138 5.03919 7.55747  C39 1.083
132 H 1.36097 -0.15947 4.84597  C89 1.106
133 H -3.29546 2.19736 -2.48216  C102 1.061
134 H -1.09913 5.30673 5.06098  C93 1.107
135 H -0.75584 0.72401 -5.13640  C76 1.077
136 H -2.46763 -5.59232 -0.32376  C83 1.112
137 H -2.79905 -0.67889 3.69418  O11 0.998
138 H -5.37954 2.35353 6.96982  C64 1.058
139 H -7.98798 2.89674 -5.45913  C66 1.102
140 H 5.33409 3.57701 1.94177  C94 1.087
141 H -3.17340 -2.55353 -1.82567  C55 1.055
142 H 4.08256 2.74235 -4.19074  C40 1.099
143 H -3.21261 -4.69605 -3.08101  C54 1.058
144 H 0.73613 -4.85539 -3.95445  C81 1.096
145 H -4.77506 -5.85385 0.30704  C52 1.116
146 H 1.54709 1.11454 -1.69186  C78 1.068
147 H -1.04616 4.33224 -4.57360  C60 1.100
148 H 3.02652 2.90080 6.35645  C77 1.074
149 H -7.46922 -3.99634 -2.61698  O20 0.943
150 H 5.80741 -7.49219 -4.68461  C104 1.044
151 H 7.06058 -6.39980 -4.23331  C104 1.113
152 H -0.09051 -0.60497 -0.93371  N24 1.114
153 H 2.27900 -2.93377 6.98404  C61 1.039
154 H -7.04498 0.90271 -3.54716  C58 1.041
155 H -5.61710 3.74972 4.32997  C45 1.107
156 H -0.78935 3.51573 -6.87099  C67 1.051
157 H 4.47552 0.03056 -0.60872  C35 1.092
158 H -4.49535 -5.94577 -1.48691  C52 1.080
159 H 11.91673 2.07042 -2.46620  C75 1.052
160 H -3.63107 5.51722 3.85786  C105 1.053
161 H -2.94289 0.55843 -2.30792  C102 1.103
162 H -5.83736 -2.02535 -4.12830  C62 1.108
163 H -9.34348 2.76128 -3.54886  C53 1.079
164 H 7.20743 3.49548 -2.84078  C42 1.089
165 H 11.00342 -0.03362 -2.08788  C31 1.057
166 H -3.59776 -4.56029 2.01245  C72 1.095
167 H -6.31238 2.73126 0.38065  C82 1.087
168 H 7.33885 1.53680 -4.30358  C98 1.062
169 H 3.20077 -3.32348 -3.82616  C91 1.093
170 H 3.16404 -2.86657 9.64556  C32 1.069
171 H 3.19768 -0.96187 8.44782  C80 1.063
172 H -1.73222 -4.33123 -1.23647  C83 1.132
173 H -8.60005 0.67249 -4.28912  C58 1.078
174 H 1.71381 1.23174 8.05315  C33 1.040
175 H -4.31069 -1.17262 -3.78595  C62 1.035
176 H -5.79601 -4.88774 -0.93603  C52 1.078
177 H -5.28450 2.22527 -4.22506  C49 1.105
178 H 3.43519 1.17639 7.82822  C33 1.082
179 H 2.00721 -6.90040 -1.37766  C100 1.119
180 H -5.30515 3.04940 -5.70339  C49 1.108
181 H -0.06942 1.90928 -7.13264  C67 1.084
182 H -1.48017 2.87352 8.19779  C88 1.119
183 H -2.99362 1.62270 0.75286  C69 1.130
184 H 0.50126 0.73730 -2.99086  C78 1.074
185 H 4.57922 -2.80258 -2.12394  C41 1.078
186 H 0.19068 2.77945 8.35730  C88 1.107
187 H 0.41627 -2.65269 -4.48266  O16 1.004
188 H 0.02894 1.66886 3.11869  O14 0.928
189 H -3.54181 2.10521 3.49683  C90 1.085
190 H -10.77640 1.48122 -2.29371  C65 1.096
191 H -7.66454 3.03096 -2.99077  C53 1.043
192 H 0.31697 0.47712 0.35680  N24 1.011
193 H 5.47515 3.60445 -0.68453  C95 1.094
194 H -4.76290 0.63969 4.80139  C74 1.095
195 H 0.73919 4.80729 -4.97092  C60 1.130
196 H 6.18037 4.99901 1.27232  C94 1.124
197 H 0.35781 5.01926 -2.63545  C44 1.073
198 H -9.53835 3.01758 -0.07336  C85 1.065
199 H 9.00910 1.43584 -4.76381  C98 1.116
200 H 5.01501 -6.32639 -1.11079  C97 1.086
201 H 1.23214 -6.56835 -4.06287  C81 1.092
202 H -1.92202 -0.56049 1.28757  C99 1.070
203 H 8.08865 4.16649 -0.60625  C59 1.109
204 H 0.12459 -0.04705 6.83544  C68 1.082
205 H 3.59654 -2.61371 5.96619  C61 1.060
206 H -7.08134 1.47364 -6.17009  C66 1.116
207 H 10.48324 -0.16444 -3.73174  C31 1.097
208 H 1.52681 2.35271 5.73636  C77 1.102
209 H 2.93514 -0.97643 4.86218  C89 1.071
210 H 0.00865 -1.40597 1.99009  C51 1.117
211 H -4.80424 -1.48740 -5.42935  C62 1.094
212 H 3.55126 1.01642 0.52385  C35 1.099
213 H 0.27730 -2.37706 0.52505  C51 1.085
214 H 6.67262 -6.62256 -1.63105  C97 1.143
215 H 9.07164 0.73681 -1.18993  C36 1.085
216 H -6.42686 2.08843 5.61160  C64 1.084
217 H -0.48868 3.48359 -2.45160  C44 1.125
218 H -0.66247 2.07119 6.83449  C88 1.113
219 H 2.91275 -5.46190 -0.89912  C100 1.071
220 H 4.27427 -0.50496 1.09779  C35 1.139
221 H 1.99300 -0.11390 -2.88394  C78 1.098
222 H 4.25396 -4.27275 -1.19017  C41 1.090
223 H 6.41291 -4.36739 -2.45563  C56 1.109
224 H 8.40550 -0.11804 -2.64081  C36 1.091
225 H -7.87670 4.56241 0.05442  C47 1.091
226 H -7.47468 4.50804 -1.66584  C47 1.081
227 H -5.29010 -3.10980 0.80586  C48 1.067
228 H -7.20094 0.65041 -1.24565  C86 1.084
229 H -3.25733 -2.87707 2.52139  C72 1.098
230 H -1.91155 2.02259 -5.49634  C76 1.101
231 H 2.52460 -4.34391 8.92135  C32 1.085
232 H 0.82513 3.46452 -7.14660  C67 1.108
233 H 2.51585 4.02021 -2.89827  C43 1.074
234 H 0.69681 -1.71920 6.55037  C68 1.100
235 H 11.33228 2.07720 -4.14279  C75 1.111
236 H 2.17233 -3.37410 -2.36974  C91 1.117
237 H 1.93215 -5.23433 -5.12779  C81 1.115
238 H -3.87471 -2.15289 0.22004  C48 1.090
239 H 5.82691 2.14159 0.20928  C95 1.111
240 H -1.22406 -4.34156 1.47430  C57 1.100
241 H 5.38078 -7.89752 -2.00299  C97 1.140
242 H 5.50654 -4.14784 -3.95779  C56 1.053
243 H 4.17449 1.81638 -2.59326  C40 1.086
244 H 8.32822 3.05838 -4.52948  C98 1.076
245 H 1.65063 3.19097 -1.59262  C43 1.099
246 H -3.80473 0.94024 6.30385  C74 1.116
247 H -5.25882 4.53250 5.81300  C45 1.064
248 H 4.25832 -0.66384 7.09932  C80 1.115
249 H 5.11634 -2.97337 8.10925  C87 1.093
250 H -4.01852 1.35944 -1.13089  C102 1.101
251 H 8.27911 2.46276 -0.21248  C59 1.104
252 H -2.34433 1.95262 4.72565  C90 1.062
253 H -9.85476 3.87005 -1.54919  C85 1.113
254 H 3.90292 0.94320 -4.03787  C40 1.109
255 H 6.08927 -2.09817 -5.27156  O9 0.962
256 H 4.35172 -4.43459 7.33667  C87 1.105
257 H 6.73579 1.94498 -2.35560  C42 1.106
258 H -4.17537 4.18474 2.96413  C105 1.068
259 H -9.58804 0.05404 -2.33390  C65 1.091
260 H -1.52620 1.74374 -3.90409  C76 1.073
261 H -10.11440 0.69121 -0.77800  C65 1.066
262 H 2.88847 1.71768 4.06977  C103 1.110
263 H -6.25794 3.75887 -4.28065  C49 1.077

**Molecular weight**: 1524.1 g mol⁻¹
**E**: -5045.10791 hartree
**LUMO**: -6.31 eV
**Total charge**: +2
**Highest occupied orbital energy**: -11.20 eV
**Kohn-Sham gap**: 4.90 eV